Entry 1:
An isolated molecule of C4H4S3 in a non-equilibrium geometry. Source: the Open Molecules 2025 dataset; level of theory: the ωB97M-V functional and the def2-TZVPD basis.

```
11
Properties=species:S:1:pos:R:3:mulliken_charge:R:1
C 0.801 2.549 0.936 -0.481
C 0.940 1.385 0.199 0.340
C 0.778 1.291 -1.298 -0.283
S 0.077 0.041 -2.279 -0.179
S 0.773 -0.230 1.062 0.011
C -0.782 -0.693 0.513 0.019
S -1.598 -2.032 1.064 -0.217
H 0.960 3.683 0.643 0.253
H 0.450 2.514 2.083 0.222
H 1.159 2.266 -1.965 0.238
H -1.021 -0.100 -0.424 0.078
```

Results
Charge ... 0
E_HOMO ... -8.486 eV
Multiplicity ... 1
Structure (SMILES) ... C=C(C=S)SC=S
Relative energy (zero: lowest compared OMol25 entry of this formula, charge and spin) ... 71.2 kcal/mol
Energy ... -36714.704 eV



Entry 2:
A cluster of 4 separate species, H8O4 in total in a non-equilibrium geometry. Source: the Open Molecules 2025 dataset; level of theory: the ωB97M-V functional and the def2-TZVPD basis.

```
12
Properties=species:S:1:pos:R:3:mulliken_charge:R:1
O 2.028 0.985 0.793 -0.670
H 2.778 0.591 1.185 0.286
H 1.246 0.269 0.963 0.425
O 0.058 -0.802 0.597 -0.768
H 0.078 -1.763 0.848 0.326
H -0.869 -0.400 0.745 0.365
O 0.773 0.177 -1.777 -0.715
H 0.406 -0.253 -0.872 0.411
H 1.255 1.005 -1.506 0.335
O -2.476 -0.286 -0.474 -0.706
H -3.101 -0.054 0.310 0.357
H -2.177 0.531 -0.811 0.354
```

Results
Charge ... 0
E_HOMO ... -10.033 eV
Multiplicity ... 1
Structure (SMILES) ... O.O.O.O
Relative energy (zero: lowest compared OMol25 entry of this formula, charge and spin) ... 35.4 kcal/mol
Energy ... -8319.139 eV



Entry 3:
A structure of composition C2H3Br2Cl3Si in a non-equilibrium geometry. Source: the Open Molecules 2025 dataset; level of theory: the ωB97M-V functional and the def2-TZVPD basis.

```
11
Properties=species:S:1:pos:R:3:mulliken_charge:R:1
C -1.827 -0.362 0.985 -0.841
C 0.177 -0.117 -1.221 -0.412
Si 1.325 0.654 0.010 0.805
Cl 3.291 0.345 -0.566 -0.245
Cl 0.864 2.636 0.057 -0.243
Cl 1.359 0.038 1.921 -0.228
Br -1.827 -2.126 0.620 -0.003
Br 0.410 -1.907 -1.684 -0.026
H -2.427 0.255 0.418 0.394
H -1.152 0.001 1.577 0.503
H -0.192 0.585 -2.118 0.297
```

Results
Charge ... 0
E_HOMO (alpha / beta) ... -8.487 / -9.202 eV
Multiplicity ... 1
Relative energy (zero: lowest compared OMol25 entry of this formula, charge and spin) ... 74.4 kcal/mol
Energy ... -187653.118 eV